Record 1
Computed, not measured: C26H29AsF10N4S2Sc as an isolated structure, with wB97M-V/def2-TZVPD.

The calculation puts the HOMO energy (spin up / spin down) at -7.5 / -7.5 eV. The value obtained for the energy above the lowest of the compared OMol25 structures with the same formula, charge and spin is 0.775 eV. The value obtained for the HOMO-LUMO gap (spin up / spin down) is 7.650 / 4.572 eV. Its LUMO energy (spin up / spin down) is 0.16 / -2.90 eV. Its spin multiplicity is 2. The value obtained for the total energy is -6018.91689 a.u.

Atoms and positions in Å:
Sc  0.450  0.871  0.009
C  0.310  -2.280  -2.066
N  -0.692  -1.754  -1.128
C  -0.969  -2.795  -0.126
C  -1.906  -2.359  0.988
N  -1.275  -1.458  1.945
C  -0.282  -2.114  2.795
C  -2.081  -0.502  2.547
C  -3.468  -0.647  2.684
C  -4.200  0.306  3.351
C  -3.586  1.438  3.916
C  -2.236  1.607  3.794
C  -1.463  0.680  3.052
S  0.147  1.042  2.672
C  -1.913  -1.401  -1.834
C  -2.424  -2.249  -2.813
C  -3.571  -1.929  -3.518
C  -4.225  -0.736  -3.238
C  -3.729  0.105  -2.262
C  -2.574  -0.211  -1.537
S  -2.079  0.926  -0.291
H  0.419  -1.600  -2.907
H  0.047  -3.275  -2.445
H  1.261  -2.371  -1.555
H  -0.013  -3.141  0.274
H  -1.433  -3.663  -0.618
H  -2.273  -3.259  1.501
H  -2.757  -1.849  0.539
H  -0.699  -3.037  3.216
H  0.010  -1.458  3.610
H  0.612  -2.367  2.226
H  -3.963  -1.522  2.289
H  -5.267  0.166  3.467
H  -4.183  2.174  4.437
H  -1.739  2.479  4.198
H  -1.913  -3.174  -3.046
H  -3.941  -2.598  -4.283
H  -5.115  -0.456  -3.787
H  -4.223  1.044  -2.047
C  2.816  -1.850  0.373
N  2.604  -0.447  0.738
C  2.907  -0.312  2.170
C  3.570  0.366  -0.031
C  3.470  1.835  0.316
N  2.072  2.246  0.396
C  1.847  3.568  0.663
C  0.516  3.986  0.764
F  -0.421  3.010  0.572
C  0.099  5.261  1.046
F  -1.214  5.513  1.127
C  1.023  6.267  1.250
C  2.351  5.903  1.155
F  3.298  6.832  1.344
C  2.768  4.614  0.873
F  4.100  4.410  0.813
H  3.790  -2.199  0.737
H  2.805  -1.948  -0.710
H  2.038  -2.482  0.804
H  3.954  -0.581  2.359
H  2.267  -0.979  2.747
H  2.747  0.708  2.506
H  3.373  0.210  -1.088
H  4.591  0.015  0.173
H  4.012  2.385  -0.456
H  3.990  2.028  1.260
H  0.727  7.281  1.469
F  1.255  0.206  -1.750
As  1.076  1.446  -3.178
F  0.224  2.318  -1.905
F  1.964  0.345  -4.138
F  0.822  2.638  -4.354
F  2.541  2.148  -2.626
F  -0.376  0.619  -3.545

=====

Record 2
Computed, not measured: C26H29BrN3O5STl as an isolated structure, with wB97M-V/def2-TZVPD.

The calculation puts the HOMO energy (spin up / spin down) at 0.4 / -0.4 eV. The value obtained for the energy above the lowest of the compared OMol25 structures with the same formula, charge and spin is 3.031 eV. The total charge is -2. The value obtained for the HOMO-LUMO gap (spin up / spin down) is 3.350 / 4.234 eV. Its LUMO energy (spin up / spin down) is 3.74 / 3.79 eV. The value obtained for the total energy is -4693.18390 a.u.

Atoms and positions in Å:
Tl  1.493  -0.211  1.075
C  -2.507  1.442  3.111
C  -1.115  1.177  3.625
N  0.077  1.734  2.872
C  0.240  3.218  2.839
C  -0.669  4.074  1.924
S  -1.127  3.568  0.262
C  -2.862  2.981  0.504
C  -2.579  1.547  0.664
N  -2.685  0.868  1.781
H  -2.751  2.511  3.241
H  -3.189  0.874  3.796
H  -0.874  0.106  3.686
H  -1.042  1.597  4.627
H  0.853  1.430  3.482
H  1.285  3.465  2.564
H  0.114  3.638  3.840
H  -0.093  5.007  1.837
H  -1.582  4.446  2.428
H  -3.284  3.108  -0.511
H  -3.355  3.514  1.360
H  -0.123  1.461  -1.093
H  -2.097  1.054  -0.184
H  -2.425  -0.135  1.676
C  5.553  2.480  1.174
C  4.510  1.456  1.507
C  4.629  1.109  3.010
O  3.187  2.001  1.297
C  4.697  0.093  0.710
O  5.768  0.000  0.059
O  3.740  -0.760  0.824
H  5.298  3.442  1.591
H  5.712  2.563  0.095
H  6.549  2.197  1.596
H  4.418  1.986  3.664
H  5.657  0.715  3.279
H  3.944  0.273  3.179
H  3.267  2.771  0.693
Br  -4.672  -4.533  2.459
C  -4.026  -4.135  0.682
C  -4.828  -4.603  -0.386
C  -4.390  -4.389  -1.707
C  -3.244  -3.618  -1.926
C  -2.486  -3.089  -0.890
C  -2.840  -3.392  0.442
C  -2.040  -2.821  1.536
O  -1.727  -3.566  2.475
O  -1.717  -1.563  1.328
H  -5.800  -5.063  -0.103
H  -4.952  -4.791  -2.557
H  -2.952  -3.388  -2.935
H  -1.621  -2.438  -1.060
N  1.832  -3.061  -8.433
C  1.392  -2.588  -7.470
C  0.989  -2.038  -6.236
C  -0.363  -2.108  -5.722
C  -0.616  -1.727  -4.422
C  0.385  -1.154  -3.675
C  1.746  -1.103  -4.142
C  2.055  -1.554  -5.401
C  0.201  -0.260  -2.569
C  0.327  0.546  -1.633
H  -1.152  -2.464  -6.390
H  -1.626  -1.815  -3.988
H  2.454  -0.660  -3.460
H  3.041  -1.426  -5.900